No. 1
Density functional theory data (the ωB97M-V functional and the def2-TZVPD basis) for 10 unconnected molecules or ions with the total composition C27H69Cl6N3O19P4 in a non-equilibrium geometry.

HOMO-LUMO gap (Eh): 0.359
Highest occupied orbital energy (eV): -9.4001
Structure (SMILES): COP(=O)(OC)OC.COP(=O)(OC)OC.COP(=O)(OC)OC.COP(=O)(OC)OC.CNC(C)=O.CNC(C)=O.CNC(C)=O.ClCCCl.ClCCCl.ClCCCl
Multiplicity: 1

Geometry (Å):
C  -0.2365  3.4524  -0.2439
C  -1.6365  3.1137  0.1193
O  -2.0639  1.9797  -0.1378
N  -2.4300  4.0629  0.6771
C  -3.7755  3.8624  1.0547
H  0.5707  3.0216  0.3484
H  -0.0805  4.5311  -0.2561
H  0.0302  3.1204  -1.2472
H  -1.9471  4.9447  0.7741
H  -3.9866  4.2220  2.0618
H  -3.9797  2.7979  0.9398
H  -4.5181  4.4428  0.5071
C  -1.2598  -4.0018  -0.6095
C  -1.6454  -4.4390  0.7953
O  -1.6147  -3.7120  1.7913
N  -2.2635  -5.6168  0.8857
C  -2.1912  -6.7226  -0.0573
H  -2.0273  -4.2755  -1.3336
H  -0.3075  -4.3971  -0.9629
H  -1.0890  -2.9252  -0.6077
H  -2.6627  -5.6168  1.8135
H  -1.4837  -6.5718  -0.8727
H  -3.1981  -6.8545  -0.4534
H  -2.0454  -7.6642  0.4722
C  -2.9598  1.8217  7.8808
C  -1.8269  1.7575  6.8296
O  -0.8529  0.9816  6.9231
N  -1.9844  2.6486  5.8531
C  -1.0992  2.9309  4.6945
H  -2.8906  2.7424  8.4601
H  -3.0279  0.9959  8.5889
H  -3.9675  1.9252  7.4783
H  -2.6923  3.3362  6.0681
H  -0.4452  2.1136  4.3904
H  -0.4097  3.7751  4.7053
H  -1.7605  3.1009  3.8449
C  -0.2947  -1.6231  8.6044
O  0.6618  -1.3187  7.6386
P  1.2264  -2.4426  6.5740
O  0.1374  -3.1204  5.7867
O  2.3289  -1.6431  5.6837
C  1.8185  -0.6243  4.8220
O  2.1831  -3.3923  7.5218
C  2.9397  -2.7184  8.5438
H  -0.4685  -2.6990  8.6179
H  -1.2381  -1.1225  8.3866
H  0.0574  -1.3190  9.5902
H  2.1688  0.3117  5.2571
H  0.7311  -0.5505  4.8097
H  2.2085  -0.8235  3.8239
H  2.5284  -2.9198  9.5329
H  2.7875  -1.6390  8.5419
H  3.9955  -2.9823  8.6046
C  -3.6331  -2.2477  -6.7171
O  -2.9027  -1.3404  -5.8861
P  -1.3037  -1.4908  -5.6674
O  -0.6278  -1.7648  -6.9828
O  -0.8488  -0.1035  -4.9645
C  -1.1772  0.2406  -3.6349
O  -1.1703  -2.6104  -4.5178
C  -1.5335  -3.9189  -4.6834
H  -3.0893  -2.4710  -7.6350
H  -4.6111  -1.7996  -6.8923
H  -3.8407  -3.1981  -6.2253
H  -1.9613  -0.3338  -3.1416
H  -1.6444  1.2246  -3.6728
H  -0.3463  0.3916  -2.9458
H  -0.8442  -4.4788  -4.0514
H  -1.3211  -4.2221  -5.7086
H  -2.5706  -3.9915  -4.3558
C  3.4058  1.8534  1.8177
O  4.3632  2.6167  1.1062
P  3.9546  3.3513  -0.3097
O  2.6613  4.1194  -0.3082
O  5.2552  4.2516  -0.5905
C  5.4058  5.0994  -1.7235
O  4.0256  2.2022  -1.4786
C  5.2230  1.4994  -1.8459
H  3.8852  0.8751  1.8522
H  2.4908  1.7059  1.2441
H  3.0861  2.2038  2.7991
H  4.5785  4.9984  -2.4260
H  6.4022  4.8940  -2.1148
H  5.5328  6.1141  -1.3463
H  5.1177  0.4710  -1.5005
H  6.1844  1.9474  -1.5949
H  5.1682  1.4192  -2.9316
C  0.2696  -0.1772  1.2118
O  1.6000  -0.7471  1.1215
P  2.2891  -1.0824  -0.3217
O  3.7755  -1.0643  -0.2993
O  1.5430  -2.4763  -0.7666
C  2.0930  -3.3669  -1.8112
O  1.6373  -0.0336  -1.3551
C  2.1895  0.0775  -2.6586
H  0.1765  0.5807  0.4339
H  0.1148  0.3721  2.1405
H  -0.5806  -0.8546  1.1323
H  3.0837  -3.0548  -2.1416
H  1.4090  -3.4431  -2.6565
H  2.1892  -4.3764  -1.4115
H  3.1742  -0.3685  -2.7986
H  2.3056  1.1426  -2.8587
H  1.6296  -0.4669  -3.4190
Cl  -6.3157  -0.0041  0.5069
C  -5.2512  -1.2931  0.9832
C  -3.7824  -0.9704  0.5858
Cl  -3.6480  -0.7013  -1.2096
H  -5.6746  -2.1377  0.4397
H  -5.3804  -1.5493  2.0348
H  -3.2267  -1.8506  0.9091
H  -3.4592  -0.0823  1.1288
Cl  -1.8945  5.0806  -3.2241
C  -1.3778  5.0150  -4.8476
C  -0.8405  3.6161  -5.2290
Cl  0.5906  3.1688  -4.1766
H  -0.5981  5.7567  -5.0211
H  -2.2133  5.2843  -5.4937
H  -0.5949  3.3940  -6.2675
H  -1.7153  2.9953  -5.0360
Cl  1.6031  1.6056  -7.3851
C  2.1837  -0.0121  -7.7346
C  2.4982  -0.7171  -6.3999
Cl  3.9551  0.0494  -5.6101
H  3.0413  -0.0201  -8.4074
H  1.4125  -0.5755  -8.2598
H  2.8155  -1.7425  -6.5893
H  1.6465  -0.7358  -5.7199



No. 2
Density functional theory data (the ωB97M-V functional and the def2-TZVPD basis) for 8 unconnected molecules or ions with the total composition C27H69O26P5 in a non-equilibrium geometry.

HOMO-LUMO gap (Eh): 0.376
Energy above the lowest of the compared OMol25 structures with the same formula, charge and spin (kcal/mol): 12.1
Highest occupied orbital energy (eV): -10.0910
Structure (SMILES): COP(=O)(OC)OC.COP(=O)(OC)OC.COP(=O)(OC)OC.COP(=O)(OC)OC.COP(=O)(OC)OC.CCOC(C)=O.CCOC(C)=O.CCOC(C)=O
Multiplicity: 1

Geometry (Å):
C  17.1747  -11.5570  18.6272
O  16.0555  -12.3848  19.0165
P  15.4555  -13.6324  18.1324
O  16.1082  -13.6994  16.7621
O  15.7204  -14.9246  19.1230
C  16.9794  -15.2724  19.6928
O  13.8471  -13.4315  18.2323
C  13.2615  -12.6558  19.1847
H  17.7352  -10.9992  19.3774
H  17.0680  -10.9024  17.7622
H  17.9033  -12.3073  18.3201
H  17.8024  -15.0930  19.0009
H  17.0472  -16.3056  20.0333
H  17.3074  -14.5586  20.4485
H  12.1815  -12.5269  19.1135
H  13.6315  -11.6312  19.2231
H  13.3703  -13.2210  20.1103
C  14.8155  -2.7131  25.0569
O  13.7240  -3.0551  25.9606
P  12.2328  -2.4396  25.6647
O  11.9708  -2.0622  24.2152
O  12.1657  -1.1929  26.7181
C  12.4646  0.1019  26.2445
O  11.2028  -3.5793  26.2992
C  11.5219  -4.5917  27.3093
H  15.7351  -3.2420  25.3073
H  14.9781  -1.6397  24.9597
H  14.6316  -3.0545  24.0382
H  11.7617  0.5802  25.5624
H  13.3896  0.0300  25.6724
H  12.5847  0.6702  27.1669
H  11.2170  -4.2956  28.3130
H  12.5737  -4.8295  27.4683
H  10.8955  -5.4732  27.1721
C  11.1275  0.3157  13.4193
O  10.9061  -1.0769  13.6694
P  9.3875  -1.5330  14.0421
O  8.2993  -0.5414  13.9056
O  9.6636  -2.0987  15.5184
C  9.2604  -1.4589  16.7188
O  9.1544  -2.8364  13.0495
C  9.3868  -2.6835  11.7252
H  11.1555  0.2912  12.3300
H  12.0194  0.6172  13.9687
H  10.2874  0.9586  13.6820
H  9.0318  -0.3938  16.6794
H  10.0664  -1.4701  17.4526
H  8.4889  -2.0338  17.2310
H  8.6605  -3.3127  11.2107
H  10.3865  -3.0381  11.4745
H  9.4080  -1.6290  11.4501
C  6.2359  -6.8997  14.9298
O  7.2488  -6.9608  15.9388
P  8.2963  -8.2058  15.9409
O  7.7827  -9.5174  16.4091
O  8.9273  -8.1751  14.4856
C  8.8894  -9.3582  13.6440
O  9.5200  -7.5586  16.7495
C  9.5063  -7.5622  18.1961
H  6.7549  -6.8176  13.9748
H  5.7725  -5.9299  15.1110
H  5.5304  -7.7279  14.9958
H  8.1392  -10.1025  13.9111
H  9.8728  -9.8282  13.6539
H  8.7420  -8.9367  12.6497
H  10.5452  -7.6226  18.5205
H  8.9027  -8.3694  18.6111
H  9.1512  -6.5917  18.5426
C  24.2485  -9.9395  17.4987
O  24.9880  -8.7966  17.8312
P  24.3160  -7.3173  17.7762
O  25.2766  -6.2167  17.9270
O  23.2776  -7.3400  16.4910
C  23.9064  -7.4989  15.1431
O  23.3131  -7.3784  19.0075
C  22.3028  -6.3762  19.1283
H  24.8338  -10.5427  16.8047
H  23.2788  -9.6952  17.0651
H  24.0708  -10.5195  18.4043
H  23.3683  -8.3137  14.6587
H  24.9501  -7.8094  15.1923
H  23.6889  -6.6690  14.4709
H  21.4047  -6.9156  19.4295
H  21.9944  -5.9127  18.1912
H  22.4871  -5.6258  19.8971
O  17.9095  -14.1250  10.6174
C  16.7122  -13.7851  10.6700
O  16.2315  -12.5228  10.7425
C  17.0100  -11.5102  11.3193
C  17.3488  -10.4671  10.2148
C  15.5741  -14.7369  10.3265
H  17.8986  -11.7217  11.9142
H  16.4677  -10.9133  12.0525
H  16.3825  -10.0142  9.9932
H  17.7089  -11.0428  9.3621
H  18.0844  -9.7135  10.4960
H  14.6432  -14.3673  10.7565
H  15.7043  -15.7224  10.7737
H  15.4370  -14.8942  9.2567
O  12.0299  -9.9247  24.2820
C  12.6866  -10.3657  25.2165
O  13.9193  -10.2776  25.4792
C  14.7619  -9.8966  24.3985
C  16.0519  -9.4406  25.0271
C  11.9103  -10.9357  26.3694
H  14.4259  -9.2310  23.6033
H  14.9783  -10.8372  23.8920
H  16.7455  -9.1161  24.2514
H  16.5319  -10.1771  25.6716
H  15.8418  -8.5716  25.6506
H  10.8683  -10.9320  26.0497
H  12.0986  -10.2556  27.2001
H  12.3020  -11.9124  26.6533
O  15.9152  -5.3292  18.4998
C  15.7771  -4.6422  17.5164
O  16.6433  -4.7351  16.4782
C  16.5955  -3.9370  15.2314
C  17.3540  -2.5615  15.3186
C  14.8756  -3.4597  17.5443
H  15.5636  -3.6644  15.0103
H  16.9477  -4.5679  14.4153
H  17.1492  -1.9843  14.4169
H  18.4170  -2.7445  15.4756
H  17.1884  -1.9197  16.1839
H  14.4036  -3.2891  16.5767
H  15.4230  -2.5567  17.8146
H  14.1564  -3.6626  18.3378



Across the entries above, LUMO level takes the values 0.0134; 0.0052 Eh, respectively.